[1]
Entry from the OMol25 dataset: a cluster of 2 separate species, C2H7O3P in total in a non-equilibrium geometry (the ωB97M-V functional and the def2-TZVPD basis).

Element x y z (Å)
P: -0.088 0.831 -0.092
O: 0.954 1.784 0.195
O: 3.508 -0.658 -0.021
O: 0.491 -0.681 -0.078
C: -2.424 -0.518 -0.095
C: -1.714 0.844 0.117
H: 4.124 -0.260 -0.564
H: -1.597 -1.267 0.366
H: 3.234 -0.076 0.740
H: 1.523 -0.732 -0.052
H: -2.507 -0.654 -1.164
H: -2.223 1.826 0.146
H: -3.282 -0.440 0.504

Forces on atoms 1 to 6 (eV/Å):
-0.64 -2.08 1.05
1.43 1.80 -0.05
-3.12 -1.14 3.08
1.52 0.42 -0.28
4.33 0.21 0.98
0.24 0.06 -0.63

Output
- energy relative to the best compared isomer or geometry (same formula, charge and spin) (kcal/mol) = 30.87
- E_LUMO (hartree) = 0.0071
- frontier orbital gap (eV) = 8.895
- charge = 0
- multiplicity = 1


[2]
Entry from the OMol25 dataset: a structure of composition C30H32ClN3SSi2Sn in a non-equilibrium geometry (the ωB97M-V functional and the def2-TZVPD basis).

Element x y z (Å)
Sn: 1.597 0.409 2.324
Cl: -2.188 2.826 1.567
S: 1.189 1.969 4.578
Si: -0.170 0.747 -2.197
Si: -2.084 0.640 1.113
N: 0.629 -0.871 4.890
N: 1.526 -0.345 5.875
N: 2.368 1.437 6.974
C: 3.863 0.149 3.216
C: 0.065 3.383 -3.316
C: 3.519 -1.081 3.856
C: 3.458 -1.472 1.587
C: -0.278 1.649 -4.965
C: -1.624 -0.404 -2.771
C: 0.473 4.269 -4.319
C: -2.927 0.048 -2.545
C: -3.828 -2.079 -3.301
C: 1.562 2.385 -0.799
C: 3.301 -2.063 2.854
C: -1.073 -2.171 0.826
C: -2.134 -1.274 0.624
C: -3.575 -3.139 0.151
C: 0.279 2.199 -0.271
C: 1.738 0.994 5.871
C: -1.428 -1.673 -3.335
C: 0.435 -0.153 -0.747
C: 3.800 -0.075 1.774
C: -3.412 -1.782 0.418
C: -1.214 -3.501 0.392
C: 2.216 1.407 -1.509
C: -0.373 0.940 -0.162
C: -4.024 -0.802 -2.771
C: -2.522 -2.521 -3.559
C: 0.053 2.565 -5.980
C: 0.482 3.864 -5.658
C: -2.480 -3.998 0.068
C: -0.161 2.034 -3.615
C: 1.617 0.121 -1.559
H: -0.332 -4.131 0.314
H: 0.852 4.552 -6.425
H: -4.259 -1.100 0.454
H: -0.327 -0.571 5.127
H: -2.354 -3.518 -3.978
H: -4.686 -2.723 -3.553
H: 3.146 1.618 -2.051
H: 2.027 3.358 -0.643
H: 0.088 -1.204 -0.747
H: -5.048 -0.458 -2.560
H: -0.045 3.725 -2.284
H: 3.391 -1.966 0.624
H: -1.441 0.243 2.422
H: -0.102 -1.838 1.232
H: 1.595 -0.852 6.769
H: -0.216 3.110 0.080
H: -0.626 0.629 -5.214
H: -2.603 -5.030 -0.255
H: 4.096 0.636 1.010
H: 0.762 5.285 -4.041
H: 3.120 -3.117 3.050
H: -0.034 2.275 -7.024
H: -0.416 -1.978 -3.618
H: 2.593 2.412 7.111
H: 2.120 -0.728 -2.042
H: 4.246 1.037 3.710
H: -3.106 1.075 -2.187
H: 2.671 0.777 7.692
H: -3.446 0.533 1.577
H: 0.661 -1.894 4.963
H: -4.580 -3.518 -0.017
H: 3.578 -1.269 4.928

Forces on atoms 1 to 6 (eV/Å):
-0.31 -0.85 1.75
0.50 -0.28 -0.73
0.30 0.28 0.62
-5.88 1.08 -6.41
0.71 -1.80 1.55
0.02 -0.10 0.55

Output
- energy relative to the best compared isomer or geometry (same formula, charge and spin) (kcal/mol) = 132.28
- E_LUMO (hartree) = -0.2902
- frontier orbital gap (eV) = 5.121
- charge = +2
- multiplicity = 1


[3]
Entry from the OMol25 dataset: a structure of composition C37H26BrLaN8O10Se (the ωB97M-V functional and the def2-TZVPD basis).

Element x y z (Å)
La: -0.229 0.247 -0.517
Br: -5.616 -1.605 -5.939
Se: -1.019 4.100 1.916
O: 1.689 1.800 -1.132
O: -1.368 5.221 -1.143
O: -1.073 2.241 -1.588
O: -0.072 -0.181 -2.937
O: -1.032 -1.574 1.239
O: 1.220 6.428 -1.911
O: 3.172 4.161 -2.126
O: -1.928 -0.872 -1.968
O: 1.130 3.510 7.208
O: -0.845 2.535 7.033
N: 1.613 0.340 1.577
N: 2.341 -0.737 -0.932
N: -2.758 4.117 2.138
N: -0.948 2.470 1.248
N: -1.980 0.182 -6.615
N: -2.512 0.849 0.640
N: 0.481 -3.166 -0.779
N: -0.158 -3.495 2.041
C: -2.535 -3.098 2.289
C: 2.757 -1.085 -2.139
C: 0.225 2.758 6.543
C: -0.088 1.079 4.762
C: 2.303 -5.071 -1.638
C: -3.202 -0.326 -6.729
C: 0.239 0.477 3.563
C: 1.339 0.930 2.845
C: 1.318 -3.746 0.082
C: -3.878 -0.918 -5.671
C: 1.740 2.616 4.500
C: -1.179 -2.649 1.815
C: 0.665 2.145 5.246
C: 0.521 -3.548 -2.049
C: 0.987 5.250 -1.824
C: -4.825 1.296 1.144
C: -1.286 -0.514 -3.001
C: -1.392 0.109 -5.424
C: 1.981 4.100 -1.907
C: 2.827 0.083 1.297
C: 4.631 -0.518 -0.254
C: 5.060 -0.902 -1.520
C: 1.181 -3.289 1.514
C: 1.196 2.913 -1.542
C: -3.273 -0.991 -4.432
C: 4.107 -1.178 -2.477
C: -0.368 4.620 -1.503
C: -1.994 -0.467 -4.313
C: 2.252 -4.694 -0.304
C: 3.272 -0.431 -0.018
C: 2.079 2.013 3.297
C: -3.757 0.491 0.623
C: -2.211 2.063 1.192
C: -3.202 2.949 1.697
C: -4.563 2.517 1.668
C: 1.413 -4.499 -2.530
C: -0.184 3.182 -1.642
H: 1.407 -4.769 -3.576
H: -5.344 3.164 2.040
H: 2.921 -5.132 0.425
H: 1.882 -3.823 2.156
H: 6.115 -0.960 -1.749
H: -0.945 0.749 5.333
H: -0.363 -0.327 3.164
H: 4.381 -1.451 -3.486
H: -5.837 0.922 1.076
H: -0.178 -3.059 -2.718
H: 5.336 -0.260 0.525
H: -0.399 0.531 -5.330
H: 2.304 3.491 4.803
H: -3.764 -1.432 -3.576
H: -2.485 -3.661 3.221
H: 2.873 2.426 2.688
H: -3.169 -2.226 2.420
H: 1.980 3.486 6.755
H: -2.975 -3.738 1.523
H: -3.674 -0.263 -7.703
H: -3.974 -0.461 0.150
H: 1.404 -2.224 1.589
H: -0.379 -4.382 2.462
H: 1.983 -1.267 -2.873
H: 3.619 0.235 2.036
H: 3.022 -5.807 -1.972

Forces on atoms 1 to 6 (eV/Å):
0.82 0.27 -0.01
-0.05 -0.02 -0.01
0.18 0.14 -0.05
-0.59 -0.19 -0.15
-0.06 -0.04 0.06
0.01 0.20 0.30

Output
- energy relative to the best compared isomer or geometry (same formula, charge and spin) (kcal/mol) = 5.56
- E_LUMO (hartree) = -0.0496
- frontier orbital gap (eV) = 5.113
- charge = 0
- multiplicity = 1


[4]
Entry from the OMol25 dataset: an isolated molecule of C3H8N2OS in a non-equilibrium geometry (the ωB97M-V functional and the def2-TZVPD basis).

Element x y z (Å)
S: -2.582 -1.634 -0.101
O: -2.780 1.537 -0.199
N: -1.595 0.874 0.109
N: -0.072 -0.770 0.040
C: 2.310 -0.470 -0.230
C: -1.335 -0.423 0.090
C: 0.921 0.292 0.136
H: 0.631 0.716 1.192
H: 2.161 -0.944 -1.254
H: -0.932 1.638 -0.197
H: 2.641 -1.149 0.654
H: 0.714 0.972 -0.616
H: 0.356 -1.816 0.621
H: 3.027 0.393 -0.451
H: -3.464 0.786 0.205

Forces on atoms 1 to 6 (eV/Å):
0.64 1.58 0.75
-3.13 -4.19 1.88
1.84 4.02 -0.76
3.72 -3.84 2.17
-0.39 2.29 0.56
-3.42 -2.58 -1.18

Output
- energy relative to the best compared isomer or geometry (same formula, charge and spin) (kcal/mol) = 113.44
- E_LUMO (hartree) = 0.0181
- frontier orbital gap (eV) = 8.655
- charge = 0
- multiplicity = 1


[5]
Entry from the OMol25 dataset: a structure of composition C16H24AsN2O2ReS2SbSe4 (the ωB97M-V functional and the def2-TZVPD basis).

Element x y z (Å)
Re: 0.041 -0.161 0.628
Sb: -1.394 3.731 1.917
Se: -0.130 4.479 3.639
Se: -3.245 3.394 0.658
Se: 0.495 2.035 0.315
Se: -1.767 -0.175 1.881
As: 1.642 -1.121 2.350
S: 3.337 1.315 -0.996
S: 2.922 -0.504 -3.226
O: -1.943 -3.936 -0.011
O: -0.387 -1.870 -0.144
N: 1.433 -0.630 -1.018
N: 1.225 -1.784 -1.653
C: 0.788 0.675 4.531
C: 1.199 -0.751 4.204
C: 2.360 -3.791 3.176
C: 3.782 0.881 2.433
C: 3.480 -0.564 2.069
C: 4.145 1.815 -2.555
C: 2.477 0.028 -1.682
C: -1.656 -5.685 -1.620
C: 0.472 -4.290 -2.741
C: 1.568 -3.049 2.101
C: 0.202 -2.456 -1.148
C: -1.293 -4.456 -1.077
C: -0.967 -6.198 -2.699
C: -0.219 -3.739 -1.640
C: 0.107 -5.503 -3.266
C: 4.397 0.552 -3.345
H: 5.064 2.339 -2.297
H: 0.639 -5.917 -4.110
H: -2.684 -4.511 0.221
H: 3.729 1.039 3.510
H: 4.047 -1.245 2.710
H: 0.424 -1.473 4.471
H: 0.510 -3.318 2.104
H: 3.462 2.499 -3.059
H: 0.515 0.735 5.585
H: -2.483 -6.236 -1.190
H: 2.272 -4.862 2.999
H: 1.977 -3.597 4.177
H: 1.594 1.386 4.355
H: 1.961 -3.248 1.101
H: 5.237 -0.023 -2.952
H: 3.104 1.590 1.952
H: 3.733 -0.813 1.037
H: 2.107 -1.033 4.745
H: 4.572 0.763 -4.399
H: -0.079 0.994 3.951
H: 3.422 -3.546 3.150
H: 1.296 -3.739 -3.171
H: 4.797 1.128 2.124
H: -1.264 -7.154 -3.108

Forces on atoms 1 to 6 (eV/Å):
0.18 0.14 -0.01
0.14 -0.08 0.03
0.20 0.15 0.21
-0.37 -0.05 -0.24
0.07 0.15 -0.05
-0.03 -0.14 0.06

Output
- E_LUMO (alpha / beta) (hartree) = -0.4170 / -0.4169
- frontier orbital gap (alpha / beta) (eV) = 4.499 / 4.503
- charge = +3
- multiplicity = 1


[6]
Entry from the OMol25 dataset: a structure of composition C35H83Li3N7O9 in a non-equilibrium geometry (the ωB97M-V functional and the def2-TZVPD basis).

Element x y z (Å)
O: -7.591 -5.432 -5.212
O: 5.508 -2.993 -10.035
O: 3.922 -5.937 -1.615
O: 1.530 -9.325 -6.298
O: 8.164 2.852 -1.278
O: 1.401 -0.991 7.185
O: -3.252 -8.123 -5.133
O: -4.027 9.014 1.814
O: -2.578 -1.917 -4.438
N: 3.346 -2.340 -10.136
N: 7.479 1.903 -0.561
N: 2.227 -9.030 -4.192
N: -0.034 -0.889 7.321
N: -4.536 7.820 1.381
N: 4.365 -2.139 -8.276
N: 3.037 -7.868 -5.816
C: 2.177 -8.787 -5.512
C: -4.436 6.018 -0.351
C: -3.851 7.394 0.159
C: 6.139 -0.312 0.699
C: -6.070 7.522 3.325
C: 6.614 1.061 -1.466
C: -0.225 -2.790 -3.913
C: -0.650 -0.677 5.939
C: 8.757 2.448 1.530
C: -2.800 0.316 7.081
C: -5.456 5.532 1.804
C: -4.933 6.869 2.422
C: 4.501 -2.483 -9.533
C: -2.101 0.043 8.442
C: 7.411 0.005 -2.348
C: -1.466 -1.945 -3.485
C: -0.994 -0.649 -2.808
C: -0.105 0.651 5.212
C: -4.537 4.941 0.708
C: -2.254 7.128 0.456
C: 5.561 0.309 -0.582
C: -4.141 8.421 -1.019
C: 8.135 1.386 0.681
C: -9.689 -5.904 -4.084
C: -0.284 -1.919 5.074
C: -0.002 1.334 8.506
C: 5.764 1.996 -2.289
C: 9.240 0.355 0.401
C: -9.075 -7.203 -6.041
C: -0.517 -0.059 8.505
C: -0.104 -0.857 9.828
C: -2.196 -0.667 6.058
C: -8.545 -6.438 -4.849
C: -3.873 6.518 3.451
C: 7.004 0.685 1.530
Li: -6.452 -1.930 -3.897
Li: -3.072 -0.337 -7.806
Li: -3.741 -5.012 -6.107
H: 5.056 -0.505 -1.101
H: -3.420 7.489 3.650
H: -6.378 5.792 1.285
H: 2.588 -8.243 -3.673
H: -0.354 -0.426 10.798
H: 1.520 -1.943 7.226
H: 0.462 -2.696 -3.072
H: 4.769 -5.543 -1.823
H: -0.390 -0.935 -1.947
H: 5.140 -2.263 -7.640
H: 4.693 0.931 -0.364
H: -6.451 6.743 3.985
H: 3.237 -7.623 -6.775
H: 5.056 2.527 -1.654
H: 1.702 -9.847 -3.914
H: -6.897 7.840 2.691
H: -5.724 8.422 3.833
H: 8.969 -0.633 0.028
H: -3.536 4.604 0.977
H: -8.346 -7.720 -6.666
H: -0.401 -3.860 -4.020
H: -10.043 -4.903 -4.332
H: -1.759 6.803 -0.460
H: -3.993 7.969 -1.999
H: 9.898 0.840 -0.320
H: -9.565 -5.930 -3.002
H: -10.582 -6.504 -4.258
H: -2.588 -0.827 8.884
H: -0.589 -2.885 5.477
H: -9.667 -8.060 -5.718
H: -2.577 -1.679 6.193
H: 3.353 -2.692 -11.082
H: 3.113 -7.283 -4.996
H: -2.483 -0.395 5.043
H: -0.519 -1.856 9.699
H: -1.645 -2.446 -2.534
H: -9.660 -6.574 -6.711
H: 8.237 0.421 -2.926
H: -2.680 1.381 6.887
H: -0.435 0.852 4.193
H: 0.177 -2.268 -4.781
H: 0.602 1.577 9.380
H: 3.411 -1.910 -8.039
H: 3.878 -5.921 -0.659
H: -1.851 8.126 0.631
H: -8.106 -7.169 -4.170
H: 6.733 -1.216 0.563
H: -5.207 8.648 -1.010
H: -0.207 1.537 5.840
H: 0.802 -1.992 5.013
H: -0.415 -0.101 -3.552
H: -0.446 -1.812 4.002
H: -5.434 6.111 -0.780
H: 2.807 -1.546 -9.821
H: 7.940 -0.662 -1.668
H: 6.734 -0.666 -2.876
H: 9.523 2.948 0.937
H: -3.379 -7.976 -4.196
H: -4.980 4.057 0.250
H: 6.351 2.778 -2.771
H: 5.226 1.606 -3.153
H: -2.180 6.349 1.214
H: -5.403 4.744 2.555
H: -1.811 0.008 -2.511
H: -3.612 9.355 -0.829
H: 0.978 -0.980 9.790
H: -0.806 2.068 8.556
H: -3.797 5.565 -1.108
H: 8.628 2.402 -1.987
H: -3.107 5.847 3.063
H: 0.702 1.468 7.684
H: 0.966 0.497 5.081
H: 9.376 1.958 2.281
H: 8.124 3.156 2.065
H: 5.251 -0.642 1.237
H: 9.966 0.200 1.199
H: -3.812 -0.033 7.289
H: -3.342 8.682 2.400
H: 6.536 1.485 2.104
H: -3.377 -9.065 -5.247
H: 7.509 0.016 2.227
H: -2.474 0.791 9.142
H: -4.273 6.071 4.361

Forces on atoms 1 to 6 (eV/Å):
-0.23 -0.29 0.11
-0.81 0.57 0.33
-0.21 -0.09 -0.25
-4.16 -4.04 -4.32
0.79 0.66 -0.07
-0.87 0.78 0.48

Output
- E_LUMO (hartree) = -0.2086
- frontier orbital gap (eV) = 2.865
- charge = +1
- multiplicity = 1


[7]
Entry from the OMol25 dataset: a structure of composition C16H17N4OPdS in a non-equilibrium geometry (the ωB97M-V functional and the def2-TZVPD basis).

Element x y z (Å)
Pd: -1.212 -0.850 -0.514
S: -2.667 -1.317 -2.177
O: -2.574 0.422 0.534
N: -0.480 -2.919 -2.462
N: -2.202 -3.256 -3.903
N: 0.320 -1.042 0.914
N: -0.093 -2.221 -1.372
C: 2.783 -0.913 2.138
C: -2.401 1.612 0.819
C: -1.686 -2.591 -2.865
C: -0.305 1.830 -0.456
C: -1.084 2.250 0.618
C: 0.444 -0.477 2.108
C: 1.488 3.231 0.291
C: -3.529 2.384 1.418
C: 2.655 -1.515 0.893
C: 0.706 3.671 1.353
C: 2.216 -2.924 -1.764
C: -0.584 3.192 1.515
C: 1.146 -2.223 -1.001
C: 1.407 -1.559 0.295
C: 0.979 2.319 -0.625
C: 1.663 -0.392 2.762
H: -3.113 -3.031 -4.258
H: -1.185 3.529 2.349
H: 1.102 4.395 2.052
H: 3.140 -2.348 -1.731
H: 2.416 -3.911 -1.342
H: -1.675 -4.001 -4.325
H: 1.903 -3.057 -2.795
H: -3.587 3.380 0.981
H: 3.751 -0.860 2.617
H: -0.756 1.201 -1.220
H: -0.467 -0.100 2.554
H: 1.720 0.067 3.738
H: -3.356 2.507 2.490
H: 1.576 1.999 -1.470
H: 3.512 -1.945 0.398
H: 2.490 3.619 0.166
H: -4.461 1.843 1.278

Forces on atoms 1 to 6 (eV/Å):
-0.52 -1.22 0.95
-0.07 0.10 -0.07
0.17 0.11 -0.44
-0.05 -0.12 -0.10
0.03 -0.03 -0.03
0.26 0.49 -0.34

Output
- E_LUMO (hartree) = -0.1339
- frontier orbital gap (eV) = 7.580
- charge = +1
- multiplicity = 1


[8]
Entry from the OMol25 dataset: a structure of composition C10H21I3PYb in a non-equilibrium geometry (the ωB97M-V functional and the def2-TZVPD basis).

Element x y z (Å)
Yb: -5.327 -2.596 1.681
I: 0.448 -1.171 -2.243
I: 0.304 3.393 1.622
I: -4.007 -0.688 0.297
P: -0.954 0.374 1.412
C: -1.531 -1.288 -1.588
C: 1.823 -0.344 1.925
C: 0.128 3.029 -1.862
C: 3.317 -1.779 0.422
C: -2.508 -1.970 -2.517
C: 2.890 -0.365 0.828
C: -0.760 2.249 -0.902
C: 0.441 -0.896 1.516
C: -0.027 1.714 0.327
C: -1.685 -0.709 -0.424
H: -0.602 0.949 2.655
H: -1.601 2.879 -0.580
H: 0.996 1.418 0.085
H: -0.452 3.556 -2.628
H: -1.856 -0.617 2.053
H: -3.343 -1.306 -2.755
H: 0.833 2.376 -2.390
H: -2.031 -2.274 -3.449
H: 2.546 0.183 -0.059
H: 2.201 -0.936 2.770
H: 1.691 0.674 2.319
H: 2.505 -2.508 0.547
H: 0.717 3.787 -1.330
H: -2.911 -2.870 -2.036
H: 0.533 -1.541 0.633
H: 0.022 -1.530 2.309
H: -2.144 1.197 1.194
H: 3.632 -1.842 -0.626
H: -1.207 1.404 -1.431
H: 3.762 0.188 1.194
H: 4.157 -2.139 1.027

Forces on atoms 1 to 6 (eV/Å):
-0.17 -0.46 0.46
0.17 0.14 0.06
0.08 0.26 0.16
-0.48 0.57 -0.57
0.32 0.54 0.68
-0.70 -0.20 -0.08

Output
- E_LUMO (hartree) = -0.2321
- frontier orbital gap (eV) = 3.437
- charge = +1
- multiplicity = 1


[9]
Entry from the OMol25 dataset: a cluster of 2 separate species, C9H14O in total in a non-equilibrium geometry (the ωB97M-V functional and the def2-TZVPD basis).

Element x y z (Å)
O: -3.188 -0.921 0.605
C: 1.603 -0.292 -1.571
C: 1.854 1.585 -0.162
C: 1.504 -0.808 -2.973
C: 1.015 -0.480 0.760
C: 1.090 -1.057 -0.480
C: 1.368 0.892 0.904
C: -2.862 0.392 1.182
C: -2.606 0.135 2.651
C: 2.008 1.017 -1.438
H: 2.344 -0.436 -3.564
H: -3.239 -0.591 3.140
H: 0.599 -0.492 -3.507
H: -2.524 -1.605 0.704
H: -3.830 0.870 1.130
H: 0.640 -2.018 -0.689
H: -2.449 1.084 3.187
H: 2.003 2.646 0.055
H: 0.624 -0.977 1.640
H: 1.302 1.283 1.911
H: 1.371 -1.886 -3.085
H: 2.548 1.527 -2.220
H: -1.544 -0.193 2.728
H: -2.034 0.700 0.556

Forces on atoms 1 to 6 (eV/Å):
-0.98 0.27 -0.50
-1.07 -0.86 -0.36
0.04 1.49 -0.10
-0.26 -0.51 -0.84
0.08 1.33 0.34
0.04 0.92 -1.03

Output
- energy relative to the best compared isomer or geometry (same formula, charge and spin) (kcal/mol) = 28.84
- E_LUMO (hartree) = 0.0328
- frontier orbital gap (eV) = 9.967
- charge = 0
- multiplicity = 1